(1)
{"formula": "C28H23BrF41NO8", "method": "ωB97M-V/def2-TZVPD", "symbols": ["F", "C", "F", "C", "F", "F", "C", "O", "C", "F", "F", "C", "F", "F", "H", "H", "H", "H", "F", "C", "F", "C", "F", "F", "C", "O", "C", "F", "F", "C", "F", "F", "H", "H", "H", "H", "F", "C", "F", "C", "F", "F", "C", "O", "C", "F", "F", "C", "F", "F", "H", "H", "H", "H", "F", "C", "F", "C", "F", "F", "C", "O", "C", "F", "F", "C", "F", "F", "H", "H", "H", "H", "F", "C", "F", "C", "F", "F", "C", "O", "C", "F", "F", "C", "F", "F", "H", "H", "H", "H", "O", "C", "F", "C", "O", "C", "O", "N", "Br", "H", "H", "H"], "xyz": [[4.392, -5.250, -2.960], [3.092, -5.036, -3.231], [2.866, -5.581, -4.455], [2.699, -3.554, -3.229], [3.256, -2.892, -4.272], [1.347, -3.494, -3.434], [2.987, -2.765, -1.933], [4.226, -2.034, -1.852], [5.391, -2.764, -1.522], [5.026, -3.944, -0.982], [5.997, -2.075, -0.525], [6.370, -2.911, -2.696], [5.771, -3.368, -3.815], [7.361, -3.785, -2.395], [2.497, -5.597, -2.506], [2.223, -1.983, -1.884], [2.819, -3.368, -1.037], [6.827, -1.946, -2.942], [-0.158, 1.890, 1.537], [0.196, 1.760, 0.244], [1.545, 1.606, 0.235], [-0.212, 2.956, -0.624], [0.500, 4.064, -0.307], [0.131, 2.654, -1.913], [-1.713, 3.320, -0.637], [-2.174, 4.331, 0.279], [-2.410, 3.936, 1.616], [-2.508, 2.591, 1.661], [-3.641, 4.406, 1.937], [-1.384, 4.503, 2.608], [-0.112, 4.281, 2.218], [-1.524, 3.936, 3.831], [-0.243, 0.835, -0.138], [-1.902, 3.761, -1.621], [-2.351, 2.433, -0.606], [-1.507, 5.584, 2.717], [-4.138, -7.293, -3.732], [-3.752, -6.163, -4.350], [-4.520, -5.165, -3.830], [-3.908, -6.213, -5.874], [-5.213, -6.232, -6.238], [-3.406, -5.042, -6.369], [-3.174, -7.357, -6.607], [-3.907, -8.563, -6.887], [-4.048, -9.497, -5.833], [-3.133, -9.220, -4.881], [-3.693, -10.699, -6.345], [-5.481, -9.589, -5.289], [-5.996, -8.379, -4.984], [-5.524, -10.332, -4.158], [-2.715, -5.960, -4.070], [-2.934, -6.966, -7.601], [-2.202, -7.576, -6.156], [-6.146, -10.049, -6.027], [9.353, 1.087, 3.295], [9.404, 0.592, 2.044], [10.457, 1.199, 1.440], [8.121, 0.829, 1.238], [7.951, 2.143, 0.953], [8.282, 0.208, 0.030], [6.810, 0.283, 1.847], [6.013, 1.182, 2.640], [6.409, 1.390, 3.983], [7.249, 0.399, 4.347], [5.295, 1.222, 4.734], [6.979, 2.793, 4.238], [7.942, 3.129, 3.354], [7.531, 2.876, 5.472], [9.630, -0.475, 2.109], [6.163, 0.046, 0.997], [6.960, -0.674, 2.354], [6.190, 3.549, 4.164], [-3.780, 6.820, 5.925], [-3.363, 6.620, 4.662], [-2.015, 6.462, 4.729], [-3.715, 7.770, 3.711], [-3.012, 8.889, 4.004], [-3.308, 7.396, 2.459], [-5.211, 8.142, 3.599], [-5.710, 9.203, 4.434], [-6.019, 8.883, 5.777], [-6.131, 7.543, 5.890], [-7.259, 9.376, 6.006], [-5.041, 9.497, 6.789], [-3.751, 9.248, 6.479], [-5.251, 8.999, 8.031], [-3.789, 5.677, 4.309], [-5.345, 8.529, 2.584], [-5.857, 7.261, 3.645], [-5.161, 10.585, 6.831], [0.260, -2.708, -0.339], [-0.754, -2.061, -0.719], [-0.571, -1.174, -1.831], [-2.184, -2.198, 0.047], [-3.010, -1.015, -0.086], [-4.147, -1.236, -0.925], [-4.299, -0.454, -1.915], [-5.190, -2.254, -0.713], [-5.020, -3.703, -1.904], [-1.917, -2.363, 1.164], [-2.724, -3.149, -0.288], [-5.253, -2.562, 0.270]], "smiles": "FC(F)C(F)(F)COC(F)(F)C(F)F.FC(F)C(F)(F)COC(F)(F)C(F)F.FC(F)C(F)(F)COC(F)(F)C(F)F.FC(F)C(F)(F)COC(F)(F)C(F)F.FC(F)C(F)(F)COC(F)(F)C(F)F.O=C(F)COC(=O)NBr", "e_lumo_ha": -0.029, "multiplicity": 1, "energy_ev": -228734.620, "orbital_gap_ev": 9.80, "charge": 0}

=====

(2)
{"formula": "C3H16N2O8", "method": "ωB97M-V/def2-TZVPD", "symbols": ["N", "C", "O", "C", "N", "C", "O", "O", "H", "H", "H", "H", "H", "H", "O", "H", "H", "O", "H", "H", "O", "H", "H", "O", "H", "H", "O", "H", "H"], "xyz": [[-0.817, 0.180, 1.805], [-0.347, -0.110, 0.588], [-1.126, -0.504, -0.296], [1.128, 0.057, 0.299], [1.424, -0.263, -1.069], [2.429, -1.084, -1.449], [2.661, -1.487, -2.562], [3.249, -1.384, -0.401], [-0.173, 0.478, 2.517], [-1.789, 0.039, 2.000], [1.636, -0.615, 0.990], [1.425, 1.075, 0.533], [0.779, -0.015, -1.804], [3.764, -2.178, -0.579], [-2.044, -3.033, -0.092], [-2.178, -2.119, -0.399], [-1.079, -3.054, -0.167], [0.525, 3.309, 0.998], [0.740, 3.303, 0.051], [-0.122, 4.015, 1.095], [-2.412, 1.770, -1.056], [-2.485, 1.666, -0.097], [-2.099, 0.876, -1.289], [-0.352, -3.013, 2.134], [-1.137, -2.858, 1.560], [-0.459, -3.972, 2.200], [0.001, 2.887, -1.736], [-0.307, 3.468, -2.440], [-0.835, 2.565, -1.334]], "smiles": "NC(=O)CNC(=O)O.O.O.O.O.O", "e_lumo_ha": 0.009, "multiplicity": 1, "energy_ev": -22732.713, "orbital_gap_ev": 10.31, "charge": 0}